Entry 1:
15
Properties=species:S:1:pos:R:3:lowdin_charge:R:1 method="wB97M-V/def2-TZVPD" e_above_lowest_kj_mol=476.0 homo_ev=-1.55 total_charge=-1 multiplicity=1 total_energy_ev=-8280.007 gap_ev=5.8
C -0.5204 0.2497 -1.1002 -0.148
C 0.2223 -0.2150 1.3551 -0.113
C -0.1734 -0.8376 -0.0620 -0.344
N 2.7688 0.5382 -0.2377 0.141
N 3.5461 -0.2512 -0.1913 -0.510
O 4.5872 -0.7671 -0.1981 -0.081
H -0.7243 -0.2263 -2.1201 0.072
H -1.2653 0.9604 -0.8293 0.030
H 0.4608 0.7761 -1.3409 0.053
H -0.6555 -0.1301 1.9777 0.045
H 0.6507 0.6638 1.2145 -0.020
H 0.7589 -1.0536 1.7624 0.041
H -0.8960 -1.5353 0.0750 0.044
H 0.6396 -1.3253 -0.4782 -0.086
H 2.4690 -1.9078 -0.6430 -0.124

***

Entry 2:
87
Properties=species:S:1:pos:R:3:mulliken_spin:R:1 method="wB97M-V/def2-TZVPD" e_above_lowest_kj_mol=0.0 homo_ev="-8.23 / -10.01" total_charge=+1 multiplicity=3 s_squared=2.03 total_energy_ev=-78791.991 gap_ev="5.1 / 6.9"
Ti 0.0755 -0.5317 -1.3878 0.948
C 0.2103 5.6496 2.2379 0.002
C 0.0246 4.4836 1.3042 -0.046
C -0.7622 4.6036 0.1690 0.107
C -0.9882 3.5487 -0.7399 0.000
C -1.8446 3.7968 -1.8576 0.588
N -1.7088 3.1931 -3.1016 0.119
C -0.3638 3.1598 -3.6611 0.069
C -0.3020 2.3656 -4.9567 0.016
C 1.1312 2.2692 -5.4573 -0.003
N 1.8962 1.4756 -4.4942 0.000
C 3.0422 0.9089 -4.6816 -0.003
C 3.6320 0.0304 -3.7312 -0.006
C 4.8632 -0.5754 -4.0390 0.003
C 5.4256 -1.5418 -3.2393 0.000
C 6.7425 -2.1912 -3.5593 0.000
C 4.6753 -1.9430 -2.1275 0.005
C 3.4447 -1.4001 -1.7905 -0.009
C 2.7365 -2.0066 -0.6811 0.006
N 1.5121 -1.8622 -0.3373 -0.002
C 1.0912 -2.6797 0.8116 0.004
C 0.7957 -1.8693 2.0756 0.026
C 1.8654 -0.8307 2.4235 0.002
N 1.7189 0.5261 1.9103 -0.016
C 0.7711 0.8093 1.1284 -0.063
C 0.3874 2.1683 0.7220 -0.054
C 0.6042 3.2507 1.5712 0.159
C -0.3842 2.3018 -0.4359 0.108
O -0.5996 1.2202 -1.2000 0.051
C 2.9145 -0.3220 -2.5503 -0.007
O 1.8435 0.3031 -2.2022 0.032
H 0.2723 6.5913 1.6925 -0.002
H 1.1202 5.5407 2.8269 -0.001
H -0.6247 5.7312 2.9381 -0.003
H -1.2162 5.5645 -0.0541 -0.018
H -2.5603 4.6077 -1.7839 -0.006
H -2.3852 3.5486 -3.7621 -0.013
H 0.2800 2.7148 -2.9022 -0.025
H 0.0171 4.1760 -3.8396 0.001
H -0.9081 2.8456 -5.7282 -0.002
H -0.7054 1.3608 -4.8029 0.002
H 1.5798 3.2626 -5.5321 0.000
H 1.1904 1.7880 -6.4331 0.000
H 1.4858 1.2598 -3.5734 0.007
H 3.5475 1.0793 -5.6290 0.000
H 5.3776 -0.2653 -4.9431 0.000
H 7.3305 -1.5737 -4.2366 0.000
H 6.5996 -3.1631 -4.0349 0.000
H 7.3334 -2.3507 -2.6577 0.000
H 5.0691 -2.7394 -1.5026 0.000
H 3.3451 -2.7193 -0.1177 0.000
H 1.8842 -3.3996 1.0357 0.003
H 0.2218 -3.2631 0.5002 -0.015
H 0.7425 -2.5921 2.8930 -0.001
H -0.1853 -1.3897 2.0390 -0.001
H 2.8585 -1.1867 2.1257 -0.001
H 1.9207 -0.7220 3.5088 -0.002
H 0.0343 0.0488 0.8099 0.071
H 1.2000 3.0956 2.4622 -0.002
N -3.6548 -2.1427 0.2053 0.000
C -2.3184 -2.0138 0.2011 -0.001
N -1.8761 -1.2846 -0.7955 -0.029
C -3.0241 -0.8745 -1.4864 0.015
C -3.1634 -0.0360 -2.5905 -0.013
C -4.4456 0.2175 -3.0326 -0.006
C -5.5702 -0.3395 -2.4028 0.000
C -5.4443 -1.1626 -1.3026 0.000
C -4.1489 -1.4099 -0.8631 0.002
H -4.1872 -2.6269 0.9068 0.000
H -1.7078 -2.4600 0.9655 -0.002
H -2.3107 0.4290 -3.0635 -0.006
H -4.5904 0.8667 -3.8860 -0.002
H -6.5561 -0.1136 -2.7860 0.000
H -6.3074 -1.5867 -0.8078 0.000
F -0.0693 -1.4159 -2.9455 0.000
C -3.7293 3.5069 1.7036 0.009
N -3.0505 2.3010 2.1437 -0.007
C -2.4806 2.0799 3.3713 -0.001
C -1.9268 0.8362 3.3062 0.002
N -2.1539 0.2810 2.0707 -0.001
C -2.8196 1.1951 1.4000 0.036
H -3.9583 4.1177 2.5732 0.000
H -4.6609 3.2468 1.2044 0.001
H -3.0942 4.0717 1.0250 -0.003
H -2.5303 2.8105 4.1598 -0.001
H -1.3986 0.3049 4.0809 0.001
H -3.1564 1.1176 0.3764 -0.016

***

Entry 3:
122
Properties=species:S:1:pos:R:3:lowdin_charge:R:1 method="wB97M-V/def2-TZVPD" homo_ev=-7.81 total_charge=-1 multiplicity=1 total_energy_ev=-105213.477 gap_ev=8.6
C 2.2534 -1.7631 -11.2616 -0.688
F 3.3830 -1.0248 -11.4693 0.114
F 1.3149 -1.3857 -12.0349 0.197
F 2.5791 -3.0105 -11.5135 0.119
S 1.7840 -1.8002 -9.3828 0.556
O 1.5960 -0.4240 -8.9238 -0.292
O 0.6060 -2.6470 -9.3823 -0.315
O 2.9778 -2.4114 -8.7757 -0.325
O -1.2088 2.2889 -10.6802 -0.027
H -1.6890 1.7651 -10.0389 0.036
H -1.1999 3.1718 -10.3107 0.066
O -0.3185 1.3146 -7.7503 -0.047
H -0.0210 0.9094 -8.5649 -0.002
H -0.7268 0.5997 -7.2618 0.038
O 6.7584 -2.6540 -10.7727 -0.033
H 6.6734 -3.4552 -11.2895 -0.012
H 6.0392 -2.0978 -11.0721 0.044
O 3.5609 -1.5975 -6.1989 -0.042
H 4.0788 -2.1721 -5.6351 0.018
H 3.5189 -2.0580 -7.0370 -0.014
O 4.5474 -0.1914 -16.0185 -0.032
H 3.6441 -0.2295 -16.3329 0.009
H 4.8573 -1.0957 -16.0686 0.055
O 2.1583 -4.1990 -4.3194 -0.071
H 2.0282 -4.7081 -5.1195 0.005
H 2.0439 -3.2888 -4.5928 -0.029
O 4.2056 1.6903 -8.6407 -0.056
H 4.8893 1.1653 -9.0569 -0.035
H 3.5582 1.0503 -8.3449 0.003
O 1.7017 -0.5154 -16.0453 -0.042
H 1.7320 0.4321 -16.1779 0.065
H 1.3868 -0.6222 -15.1477 0.036
O 4.7618 -4.7722 -8.4180 -0.057
H 4.2312 -5.5466 -8.6052 -0.003
H 4.1351 -4.0487 -8.4075 0.027
O 1.4525 -3.3384 -16.7712 -0.043
H 2.2761 -3.8092 -16.8989 0.034
H 1.7178 -2.4621 -16.4920 -0.016
O 6.9022 -2.2316 -8.1874 -0.055
H 6.6962 -2.4607 -9.0937 -0.040
H 6.5956 -2.9799 -7.6752 0.014
O -1.5909 -5.2897 -7.7310 -0.022
H -2.0367 -4.8317 -8.4436 0.023
H -2.0516 -5.0094 -6.9402 0.086
O -0.6764 0.0942 -14.4694 -0.045
H -1.3101 -0.0879 -13.7755 -0.012
H -0.6455 1.0494 -14.5216 0.049
O 7.0621 -5.9701 -8.8495 -0.061
H 6.2164 -5.5765 -8.6347 -0.045
H 7.3450 -5.5134 -9.6417 0.016
O 5.1947 -4.0739 -5.6989 -0.037
H 5.2112 -4.6281 -6.4791 0.002
H 5.4924 -4.6462 -4.9917 0.048
O 0.7632 -3.7477 -6.6154 -0.032
H 0.8641 -3.2210 -7.4082 -0.005
H 0.3464 -4.5555 -6.9153 0.014
O 4.9131 1.7676 -5.3806 -0.053
H 4.5614 0.8896 -5.5280 0.006
H 5.8481 1.6292 -5.2292 0.026
O 7.4793 1.7050 -12.8387 -0.069
H 7.3507 1.8171 -13.7806 -0.005
H 6.5996 1.5555 -12.4925 -0.003
O 1.5356 1.8730 -11.6052 -0.046
H 0.6195 1.6494 -11.4405 -0.003
H 2.0234 1.3955 -10.9342 0.016
O -1.4816 -1.5052 -5.7213 -0.053
H -1.9812 -1.9819 -6.3842 -0.027
H -0.6946 -2.0334 -5.5879 0.008
O 3.2787 -6.9490 -8.8010 -0.026
H 3.3010 -7.8616 -8.5132 0.067
H 2.3555 -6.7022 -8.7448 0.001
O 4.6755 -7.1558 -14.7856 -0.064
H 4.4914 -6.6025 -14.0266 -0.037
H 5.0116 -7.9708 -14.4127 0.032
O 1.3894 3.4111 -8.3672 -0.060
H 0.7090 2.7477 -8.2521 -0.035
H 2.0243 3.2263 -7.6752 0.029
O 0.5349 -6.2929 -8.8172 -0.061
H -0.3063 -6.0097 -8.4590 -0.032
H 0.5794 -5.8808 -9.6800 0.001
O -0.1334 -5.3206 -11.2125 -0.030
H 0.1544 -4.4648 -11.5301 0.033
H 0.0270 -5.9149 -11.9456 0.042
O -3.0169 -4.4809 -10.1766 -0.034
H -2.1100 -4.5112 -10.4813 0.007
H -3.4577 -5.1758 -10.6655 0.055
O -1.8568 -7.8052 -9.8452 -0.051
H -1.2197 -8.5044 -9.9915 0.032
H -1.3711 -7.1346 -9.3649 -0.025
O 6.2704 0.2235 -9.6588 -0.028
H 6.3056 -0.5579 -9.1071 0.009
H 7.1807 0.5122 -9.7246 0.068
O -3.3639 0.9632 -12.7139 -0.049
H -3.1354 0.0373 -12.6317 -0.019
H -3.0767 1.3553 -11.8893 0.004
O 1.3237 -8.5009 -12.1146 -0.039
H 2.0096 -7.9666 -11.7142 0.020
H 1.3650 -8.2856 -13.0464 0.031
O 1.7552 -1.2084 -3.9140 -0.045
H 2.1957 -1.4278 -4.7350 -0.021
H 2.4562 -0.8976 -3.3411 0.040
O 5.7484 2.0515 -15.1428 -0.066
H 5.4831 1.2200 -15.5359 -0.023
H 5.1603 2.1622 -14.3957 -0.010
O 6.4904 -4.7586 -12.4714 -0.025
H 5.6384 -4.7737 -12.9074 0.013
H 7.0929 -4.4197 -13.1335 0.067
O -2.9776 -1.7886 -8.0156 -0.031
H -2.4912 -1.6418 -8.8269 0.042
H -3.8976 -1.7502 -8.2770 0.052
O 0.0006 -4.2366 -13.6810 -0.035
H -0.3628 -5.1212 -13.7211 0.038
H 0.0843 -3.9698 -14.5965 0.033
O -2.5797 -1.7766 -13.2674 -0.028
H -2.4417 -2.6269 -12.8499 0.041
H -2.8431 -1.9888 -14.1628 0.065
O 3.6933 -5.4334 -12.8805 -0.031
H 3.6078 -5.2815 -11.9393 0.062
H 3.2910 -4.6649 -13.2852 0.059
O 4.1912 2.4150 -12.6167 -0.036
H 3.3922 1.8991 -12.7244 0.012
H 4.1573 2.7237 -11.7113 0.051

***

Entry 4:
15
Properties=species:S:1:pos:R:3:lowdin_charge:R:1 method="wB97M-V/def2-TZVPD" e_above_lowest_kj_mol=350.5 homo_ev=-8.98 multiplicity=1 total_energy_ev=-18090.110 gap_ev=8.6
H 2.4254 0.6400 -0.5428 0.045
N 2.6984 -0.3981 -0.2637 0.053
C 1.6374 -1.1952 0.0870 -0.278
N 0.2295 -1.2280 -0.0413 -0.054
C -0.6543 -0.1371 0.2255 -0.762
S -2.2767 -0.3361 -0.1642 0.616
C 0.1648 1.1155 0.7308 -0.292
C 0.4730 2.0866 -0.4098 -0.117
H 1.8178 -2.3222 0.4070 0.135
H -0.2549 -2.1866 -0.0834 0.149
H 1.1733 0.6856 1.3947 0.167
H -0.3838 1.5950 1.5183 0.079
H 0.5512 3.0286 0.3520 0.132
H -0.4529 2.1220 -0.9089 0.035
H 1.3317 1.9798 -1.1766 0.093